Computed, not measured: 3 unconnected molecules or ions with the total composition C13H29Cl4O2P, with ωB97M-V/def2-TZVPD.

Geometry as XYZ:
```
49
Properties=species:S:1:pos:R:3:nbo_charge:R:1
Cl -0.63 2.22 -0.73 -0.068
Cl 0.87 5.31 -5.48 -0.065
Cl 0.64 5.38 -0.55 -0.081
Cl -1.04 8.13 -5.50 -0.065
P 0.87 -3.10 -0.42 0.856
O -1.17 1.09 3.14 -0.552
O -2.34 -0.23 1.86 -0.521
C -0.90 6.94 -4.18 -0.385
C -1.31 -1.35 -0.88 -0.413
C 2.23 -3.60 0.86 -0.534
C 3.24 -2.43 0.92 -0.614
C -0.30 4.52 0.70 -0.376
C 1.69 -3.80 2.27 -0.406
C 0.71 -4.95 2.43 -0.610
C -0.53 -2.51 -1.57 -0.734
C 0.49 6.35 -4.09 -0.392
C -2.17 -1.64 1.55 -0.076
C -0.01 3.04 0.72 -0.402
C -1.69 0.08 2.99 0.667
C -2.41 -1.89 0.08 -0.424
H -0.27 -4.71 2.02 0.195
H -2.38 -2.96 -0.03 0.208
H 2.55 -4.04 2.90 0.206
H -1.20 -1.99 1.88 0.180
H -2.92 -2.20 2.11 0.181
H -1.64 6.16 -4.35 0.223
H 1.57 -1.90 -0.76 -0.047
H 2.74 -4.48 0.48 0.201
H 1.09 -5.80 1.87 0.206
H -1.14 7.46 -3.26 0.224
H -0.03 4.96 1.66 0.225
H -1.36 4.72 0.52 0.224
H -0.11 -3.19 0.62 -0.091
H 0.53 -5.21 3.46 0.212
H 1.06 2.85 0.79 0.219
H 3.91 -2.47 0.07 0.214
H -1.72 -0.67 3.79 0.092
H 1.24 7.13 -4.04 0.221
H -1.26 -3.30 -1.76 0.194
H 1.32 -2.84 2.65 0.192
H -0.50 2.59 1.58 0.259
H 2.72 -1.48 0.98 0.199
H 1.12 -4.25 -1.23 -0.044
H -0.57 -0.74 -0.36 0.203
H -0.13 -2.13 -2.51 0.211
H 3.78 -2.52 1.86 0.208
H -3.37 -1.51 -0.22 0.224
H 0.56 5.74 -3.20 0.235
H -1.82 -0.80 -1.66 0.219
```

## Properties
structure (SMILES) = CC[C@H](C)[PH3]CCCCOC=O.ClCCCl.ClCCCl
F_max = 0.1085 Eh/bohr
gap between HOMO and LUMO = 8.8 eV
spin multiplicity = 1
highest occupied orbital energy = -8.1 eV